The following is a quantum chemistry calculation of a 13-piece molecular cluster, C52H143N13O13 overall in a non-equilibrium geometry, from the Open Molecules 2025 dataset.

Charge: 0
Spin multiplicity: 1
Orbital gap, eV: 8.6
E_LUMO, Ha: 0.0139
Energy above the lowest of the compared OMol25 structures with the same formula, charge and spin, kcal/mol: 175.2
Maximum force, eV/A: 3.8
E, Eh: -3756.46106

Structure (XYZ):
```
221
Properties=species:S:1:pos:R:3:mulliken_charge:R:1
C 4.47 1.64 -2.38 -1.091
C 4.85 2.11 -0.89 1.198
C 5.09 0.94 -0.04 -1.132
O 3.89 0.21 0.13 0.092
C 3.90 -0.59 1.32 -0.436
N 6.09 2.86 -1.10 -0.702
H 5.12 0.79 -2.61 0.203
H 4.51 2.41 -3.15 0.641
H 3.53 1.09 -2.44 -0.235
H 4.04 2.71 -0.50 -0.077
H 5.45 1.31 0.92 0.580
H 5.91 0.33 -0.41 0.007
H 2.90 -0.57 1.75 -0.259
H 4.46 -0.05 2.08 0.511
H 4.30 -1.59 1.17 0.165
H 5.85 3.44 -1.89 0.244
H 6.54 3.38 -0.37 0.245
C -3.52 0.18 -0.08 -1.190
C -3.72 0.81 -1.44 0.448
C -3.79 2.32 -1.24 -1.040
O -4.27 3.01 -2.45 -0.487
C -3.41 4.07 -2.93 -0.653
N -2.63 0.51 -2.36 -0.044
H -3.92 -0.82 0.07 0.198
H -4.12 0.71 0.66 0.639
H -2.52 0.28 0.33 0.149
H -4.56 0.34 -1.96 0.492
H -2.90 2.74 -0.77 0.218
H -4.53 2.59 -0.49 0.594
H -2.39 3.78 -3.21 0.196
H -3.25 4.79 -2.12 0.178
H -3.88 4.70 -3.68 0.452
H -1.83 1.04 -2.03 -0.350
H -2.32 -0.45 -2.37 0.255
C 1.36 5.96 0.29 -1.328
C 2.20 6.10 -0.94 1.927
C 1.57 6.98 -1.94 -1.126
O 0.49 6.26 -2.38 0.340
C -0.32 6.82 -3.47 -0.966
N 3.49 6.64 -0.57 -0.684
H 0.86 6.84 0.70 0.131
H 1.87 5.37 1.05 0.435
H 0.51 5.30 0.10 0.103
H 2.44 5.09 -1.29 -0.796
H 2.22 7.21 -2.79 0.307
H 1.19 7.94 -1.58 0.462
H 0.11 6.33 -4.35 0.268
H -0.24 7.89 -3.68 0.437
H -1.36 6.52 -3.43 0.142
H 4.25 6.14 -0.99 0.260
H 3.39 7.63 -0.73 0.270
C -2.91 4.06 2.20 -1.021
C -3.59 3.58 3.49 1.746
C -2.94 4.29 4.74 -0.596
O -3.82 4.03 5.88 -0.449
C -3.85 2.56 6.31 -0.725
N -5.02 3.94 3.52 -0.716
H -3.36 3.65 1.30 -0.019
H -1.86 3.79 2.19 0.295
H -3.01 5.15 2.17 0.144
H -3.46 2.50 3.47 -0.650
H -2.80 5.37 4.68 0.291
H -1.94 3.93 4.96 0.262
H -4.52 1.91 5.75 0.251
H -4.35 2.52 7.27 0.406
H -2.89 2.07 6.50 0.272
H -5.47 3.74 4.40 0.297
H -5.19 4.93 3.45 0.266
C 7.12 -2.74 -2.32 -1.617
C 7.83 -1.88 -1.22 1.369
C 7.71 -2.63 0.14 -0.914
O 6.29 -3.01 0.47 -0.091
C 6.30 -4.33 0.99 -0.853
N 9.17 -1.63 -1.78 -0.694
H 7.56 -3.74 -2.40 0.362
H 7.25 -2.30 -3.31 0.503
H 6.05 -2.80 -2.10 0.121
H 7.16 -1.02 -1.30 -0.356
H 8.05 -2.02 0.97 0.331
H 8.38 -3.49 0.11 0.548
H 5.32 -4.66 1.33 0.157
H 7.13 -4.52 1.67 0.350
H 6.51 -4.98 0.14 0.351
H 9.26 -1.28 -2.72 0.208
H 9.84 -1.16 -1.18 0.225
C -2.53 7.30 -0.71 -1.174
C -2.28 8.68 -0.08 0.256
C -1.87 8.63 1.35 -0.316
O -1.38 9.88 1.92 -0.439
C -2.45 10.70 2.53 -0.737
N -1.32 9.39 -0.87 -0.734
H -3.53 6.87 -0.68 0.567
H -1.72 6.63 -0.44 0.073
H -2.49 7.37 -1.80 0.378
H -3.23 9.22 -0.05 0.205
H -1.12 7.84 1.34 0.093
H -2.69 8.19 1.92 0.401
H -2.66 10.40 3.56 0.292
H -3.42 10.76 2.04 0.307
H -2.10 11.74 2.52 0.297
H -0.63 8.80 -1.31 0.054
H -0.84 9.97 -0.19 0.402
C -3.96 -0.79 3.83 -1.370
C -2.54 -1.41 3.80 2.378
C -1.29 -0.50 4.12 -0.700
O -1.08 0.59 3.14 0.237
C 0.12 1.35 3.35 -1.014
N -2.49 -2.42 4.74 -0.555
H -4.13 -0.33 4.80 0.333
H -4.73 -1.47 3.45 0.339
H -4.15 0.02 3.12 0.131
H -2.37 -1.78 2.79 -1.111
H -0.41 -1.14 4.23 0.280
H -1.51 0.02 5.05 0.058
H 0.04 1.99 4.24 0.337
H 0.42 1.94 2.49 0.187
H 1.01 0.73 3.42 0.345
H -1.87 -3.12 4.36 -0.251
H -3.39 -2.88 4.72 0.155
C 2.75 -3.61 3.41 -1.119
C 1.69 -4.79 3.50 0.316
C 0.33 -4.10 3.96 -0.550
O -0.74 -4.98 4.15 0.193
C -0.63 -5.85 5.23 -1.213
N 1.58 -5.35 2.19 -0.571
H 3.00 -3.18 4.38 0.479
H 2.33 -2.87 2.73 -0.029
H 3.63 -4.06 2.96 0.286
H 1.95 -5.56 4.23 0.288
H -0.11 -3.52 3.15 -0.111
H 0.39 -3.40 4.79 0.632
H 0.17 -6.56 5.00 0.334
H -1.51 -6.46 5.46 0.348
H -0.18 -5.36 6.09 0.430
H 1.86 -4.75 1.42 0.262
H 0.67 -5.71 1.95 0.186
C -4.52 -5.40 5.39 -1.524
C -4.53 -5.67 3.87 0.827
C -5.94 -5.63 3.21 -0.686
O -6.98 -6.40 3.87 -0.418
C -6.85 -7.82 3.55 -0.744
N -3.82 -4.54 3.24 0.379
H -4.86 -6.25 5.98 0.367
H -4.99 -4.48 5.73 0.320
H -3.47 -5.36 5.68 0.333
H -3.95 -6.58 3.71 0.303
H -5.77 -5.86 2.16 0.408
H -6.34 -4.61 3.18 0.254
H -7.47 -8.46 4.17 0.324
H -5.83 -8.15 3.76 0.283
H -7.04 -8.12 2.51 0.288
H -3.84 -4.81 2.26 -0.154
H -2.85 -4.64 3.50 -0.333
C -0.59 -0.37 -7.16 -1.458
C -0.92 -0.16 -5.66 0.222
C 0.13 0.90 -4.94 1.009
O 0.02 2.20 -5.50 -0.483
C 1.13 3.03 -5.19 -0.649
N -2.25 0.39 -5.68 -0.787
H 0.48 -0.32 -7.35 0.305
H -0.96 0.45 -7.79 0.335
H -1.04 -1.23 -7.66 0.360
H -0.82 -1.08 -5.07 0.490
H 1.14 0.50 -4.91 0.533
H -0.14 0.93 -3.89 -1.131
H 0.96 4.10 -5.37 0.227
H 1.93 2.92 -5.92 0.423
H 1.65 3.00 -4.23 0.094
H -2.62 0.62 -4.77 0.332
H -2.05 1.28 -6.11 0.386
C 0.42 -2.38 -0.24 -1.408
C 0.01 -1.24 -1.06 1.752
C 0.72 0.19 -0.67 -0.536
O 0.04 1.22 -1.40 0.617
C 0.76 2.46 -1.64 0.152
N 0.07 -1.47 -2.48 0.588
H 0.20 -2.08 0.78 0.043
H 1.49 -2.49 -0.34 0.326
H -0.16 -3.27 -0.49 0.242
H -1.06 -1.13 -0.89 -0.765
H 1.78 0.19 -0.91 -0.249
H 0.68 0.40 0.40 0.037
H 1.00 2.91 -0.68 0.288
H 0.17 3.18 -2.20 0.243
H 1.64 2.18 -2.22 -0.893
H 0.96 -1.88 -2.73 -0.369
H 0.17 -0.57 -2.92 -0.640
C -2.89 -3.31 -2.23 -1.153
C -3.13 -4.62 -1.43 0.815
C -2.97 -4.27 0.07 -0.612
O -2.69 -5.40 0.94 -0.441
C -1.51 -6.08 0.88 -0.320
N -4.44 -5.15 -1.63 -0.796
H -1.87 -2.96 -2.09 -0.060
H -3.60 -2.51 -1.99 0.315
H -3.08 -3.38 -3.30 0.546
H -2.36 -5.38 -1.57 0.368
H -3.93 -3.93 0.44 0.720
H -2.24 -3.51 0.32 -0.301
H -1.41 -6.84 0.10 0.236
H -1.40 -6.60 1.83 0.268
H -0.71 -5.36 0.73 -0.162
H -4.51 -5.67 -0.77 0.254
H -4.54 -5.77 -2.42 0.272
C 3.59 -2.32 -3.74 -0.240
C 3.24 -3.37 -4.67 0.007
C 4.08 -4.70 -4.66 -0.746
O 5.43 -4.34 -4.76 -0.181
C 6.29 -5.44 -5.03 -0.915
N 1.84 -3.64 -4.48 -0.483
H 4.63 -2.02 -3.83 0.365
H 3.37 -2.53 -2.69 0.029
H 2.95 -1.49 -4.07 -0.392
H 3.40 -2.84 -5.61 0.314
H 3.80 -5.31 -5.52 0.409
H 3.83 -5.25 -3.76 0.395
H 6.26 -6.09 -4.15 0.358
H 7.32 -5.12 -5.16 0.249
H 6.02 -5.96 -5.95 0.361
H 1.85 -4.47 -3.90 0.251
H 1.55 -3.95 -5.40 0.295
```